(1)
14
Properties=species:S:1:pos:R:3:mulliken_charge:R:1 method="wB97M-V/def2-TZVPD" homo_energy_ha=-0.315 lumo_energy_ev=0.92 smiles="C[C@H]1C=CNC1=O" de_lowest_kcal_mol=22.0
C 1.56 -0.83 -0.90 -1.22
C 0.18 -0.31 -0.42 0.84
C -0.02 -0.47 1.06 -0.70
C -1.05 0.28 1.45 -0.34
N -1.58 1.00 0.39 -0.11
C -0.63 1.08 -0.68 0.02
O -0.69 1.86 -1.59 -0.57
H 1.50 -1.91 -1.13 0.31
H 2.34 -0.77 -0.14 0.35
H 1.92 -0.34 -1.80 0.33
H -0.58 -0.88 -0.98 0.14
H 0.72 -0.86 1.73 0.31
H -1.38 0.48 2.46 0.39
H -2.31 1.68 0.56 0.25

(2)
14
Properties=species:S:1:pos:R:3:mulliken_charge:R:1 method="wB97M-V/def2-TZVPD" homo_energy_ha=-0.324 lumo_energy_ev=-0.23 de_lowest_kcal_mol=108.9
C 1.28 -1.39 -0.23 -0.87
C -1.45 -0.25 -0.28 -1.20
C -0.15 0.50 -0.17 0.90
C 0.38 1.34 1.04 -0.76
N 1.09 0.05 -0.37 -0.43
C -0.16 2.14 0.11 0.60
O -0.74 3.10 -0.31 -0.54
H 1.13 1.16 1.79 0.35
H 0.74 -1.91 -1.04 0.33
H 2.34 -1.63 -0.31 0.30
H 0.90 -1.78 0.72 0.31
H -2.28 0.37 0.05 0.37
H -1.44 -1.16 0.32 0.30
H -1.63 -0.53 -1.32 0.34

(3)
14
Properties=species:S:1:pos:R:3:mulliken_charge:R:1 method="wB97M-V/def2-TZVPD" homo_energy_ha=-0.334 lumo_energy_ev=0.20 smiles="[H]/N=C1/C=C(C)CO1" de_lowest_kcal_mol=51.5
H 2.91 -1.14 0.75 0.27
N 2.39 -1.13 -0.13 -0.71
C 1.51 -0.22 -0.12 0.35
C 0.40 -0.15 -1.07 -0.40
C -0.59 0.47 -0.43 0.61
C -1.78 -0.44 -0.23 -1.32
C 0.03 1.32 0.66 -0.37
O 1.27 0.64 0.92 -0.39
H 0.23 -0.91 -1.82 0.40
H -2.42 -0.07 0.56 0.36
H -2.33 -0.68 -1.14 0.33
H -1.33 -1.39 0.13 0.33
H -0.57 1.37 1.57 0.28
H 0.28 2.35 0.35 0.26

(4)
14
Properties=species:S:1:pos:R:3:mulliken_charge:R:1 method="wB97M-V/def2-TZVPD" homo_energy_ha=-0.310 lumo_energy_ev=0.70 de_lowest_kcal_mol=76.4
C 1.14 -1.13 1.43 -1.03
C 0.82 -0.68 0.03 -0.40
C -0.32 -1.11 -0.61 0.42
N -1.43 -1.09 -1.04 -0.58
C -0.96 0.57 -0.04 0.83
O -1.50 0.66 1.00 -0.49
C -0.78 1.53 -1.19 -0.92
H 0.25 -1.00 2.05 0.28
H 1.45 -2.18 1.51 0.28
H 1.96 -0.54 1.84 0.30
H 1.63 -0.34 -0.61 0.38
H -0.47 2.49 -0.76 0.31
H -1.74 1.66 -1.70 0.32
H -0.05 1.16 -1.91 0.29

(5)
14
Properties=species:S:1:pos:R:3:mulliken_charge:R:1 method="wB97M-V/def2-TZVPD" homo_energy_ha=-0.276 lumo_energy_ev=1.00 smiles=Cc1coc(N)c1 de_lowest_kcal_mol=21.6
C -2.24 0.23 -0.04 -1.10
C -0.82 -0.11 0.20 0.71
C -0.29 -1.35 0.11 -0.67
O 1.08 -1.27 0.03 -0.38
C 1.38 0.05 0.05 0.34
N 2.64 0.35 -0.42 -0.47
C 0.28 0.81 0.30 -0.59
H -2.72 0.62 0.86 0.27
H -2.76 -0.65 -0.41 0.32
H -2.30 1.00 -0.83 0.29
H -0.75 -2.33 0.09 0.42
H 3.27 -0.44 -0.36 0.25
H 3.02 1.22 -0.11 0.25
H 0.22 1.87 0.52 0.37

(6)
14
Properties=species:S:1:pos:R:3:mulliken_charge:R:1 method="wB97M-V/def2-TZVPD" homo_energy_ha=-0.372 lumo_energy_ev=-0.92 smiles="CC1=CC(=O)N=C1.[H][H]" de_lowest_kcal_mol=52.5
C 1.91 -0.41 0.16 -1.14
C 0.47 -0.04 0.19 1.11
C -0.16 1.01 -0.35 -0.73
C -1.57 0.98 0.18 0.37
O -2.39 1.85 0.15 -0.45
N -1.77 -0.30 0.87 -0.52
C -0.60 -0.82 0.89 -0.39
H 2.11 -1.30 0.78 0.35
H 2.52 0.41 0.56 0.29
H 2.26 -0.62 -0.85 0.28
H 0.22 1.79 -1.00 0.37
H -0.42 -1.79 1.36 0.41
H -1.90 -0.76 -1.45 0.09
H -1.42 -0.37 -1.86 -0.02

(7)
14
Properties=species:S:1:pos:R:3:mulliken_charge:R:1 method="wB97M-V/def2-TZVPD" homo_energy_ha=-0.377 lumo_energy_ev=0.62 smiles="C[C@H](C#N)CC=O" de_lowest_kcal_mol=30.5
C -1.06 -0.88 0.85 -1.17
C -0.64 0.46 0.22 0.67
C -1.44 0.80 -0.96 0.01
N -1.84 1.01 -2.02 -0.46
C 0.77 0.56 -0.41 -0.90
C 1.93 -0.28 0.02 0.03
O 1.97 -1.22 0.78 -0.49
H -1.82 -1.41 0.25 0.35
H -1.47 -0.73 1.85 0.29
H -0.16 -1.48 0.95 0.31
H -0.81 1.26 0.96 0.30
H 0.71 0.28 -1.48 0.34
H 1.04 1.61 -0.46 0.40
H 2.83 0.01 -0.56 0.33

(8)
14
Properties=species:S:1:pos:R:3:mulliken_charge:R:1 method="wB97M-V/def2-TZVPD" homo_energy_ha="-0.325 / -0.328" lumo_energy_ev="-0.92 / -1.33" de_lowest_kcal_mol=129.0
C -2.00 0.18 0.05 -1.15
C -0.68 -0.36 0.60 -0.19
C 0.51 0.40 0.20 -0.13
C 1.87 -0.20 0.34 -0.43
O 2.38 0.28 -0.92 -0.30
C 1.24 0.67 -1.52 0.55
N 0.54 0.81 -2.46 -0.49
H -2.12 1.24 0.32 0.31
H -2.85 -0.38 0.45 0.36
H -2.01 0.11 -1.04 0.32
H -0.64 -0.25 1.70 0.27
H -0.58 -1.44 0.42 0.32
H 2.41 0.23 1.19 0.27
H 1.98 -1.30 0.34 0.28